Entry 1:
Molecular formula: C4H7NO
Method: DFT, ωB97M-V/def2-TZVPD

Properties
Energy in a.u.: -286.5630
Orbital gap in eV: 10.7
Structure (SMILES): C[C@@]1(C=O)CN1
HOMO level in Eh: -0.363
E_LUMO in eV: 0.84

Atoms and positions in Å:
1 C 0.1136 1.2639 -0.8565
2 C -0.0271 -0.0240 -0.0831
3 C 0.7900 -1.1871 -0.5528
4 O 0.7707 -2.2701 -0.0125
5 C -0.3340 0.0046 1.3753
6 N -1.3637 -0.3707 0.4299
7 H 0.2188 1.0834 -1.9323
8 H -0.7716 1.8832 -0.6927
9 H 0.9979 1.8175 -0.5231
10 H 1.4049 -1.0214 -1.4641
11 H 0.1055 -0.7674 2.0032
12 H -0.4721 0.9765 1.8443
13 H -1.4574 -1.3859 0.4350

Cartesian forces (eV/Å) of the 6 atoms listed first:
C 0.0 0.0 0.0
C 0.2 0.1 -0.1
C -0.1 -0.4 0.3
O 0.0 0.4 -0.3
C 0.1 0.1 0.3
N -0.1 -0.2 -0.1


Entry 2:
Molecular formula: C8H16BCl2
Method: DFT, ωB97M-V/def2-TZVPD

Properties
Energy in a.u.: -1259.6296
Orbital gap in eV: 7.8
Total charge: -1
HOMO level in Eh: -0.163
E_LUMO in eV: 3.38

Atoms and positions in Å:
1 C -0.6309 -2.3217 -2.6671
2 C -1.3515 -1.8802 -1.3155
3 C -0.4813 -2.1982 -0.0034
4 C -1.0952 -1.5157 1.2913
5 C -0.7490 0.0337 1.4511
6 B 0.8944 0.3397 1.5885
7 C 1.1981 1.5478 0.5046
8 Cl 1.3254 1.1204 -1.2893
9 C 1.3318 2.9001 0.8958
10 C 1.5769 4.0176 -0.2324
11 Cl 1.2347 3.4275 2.6526
12 H 0.1196 -3.1444 -2.4300
13 H -1.3648 -2.7103 -3.4520
14 H -0.0464 -1.4714 -3.1557
15 H -2.3698 -2.3989 -1.2690
16 H -1.5715 -0.7596 -1.3079
17 H 0.5968 -1.9345 -0.2166
18 H -0.5349 -3.3349 0.1235
19 H -0.8000 -2.0324 2.2687
20 H -2.2373 -1.5834 1.1765
21 H -1.1275 0.5639 0.5126
22 H -1.2713 0.5170 2.3484
23 H 1.5598 -0.6345 1.4088
24 H 1.0603 0.6760 2.7201
25 H 0.7518 3.8382 -1.0007
26 H 1.4253 5.0694 0.1708
27 H 2.5567 3.8687 -0.7737

Cartesian forces (eV/Å) of the 6 atoms listed first:
C 0.2 0.1 0.0
C -0.1 0.4 0.1
C -0.8 -0.7 -0.4
C -0.6 0.8 0.2
C -0.2 -0.3 -0.7
B -1.2 0.2 -0.7


Entry 3:
Molecular formula: C20H20ClIMnN11O5
Method: DFT, ωB97M-V/def2-TZVPD

Properties
Energy in a.u.: -3661.6667
Orbital gap (spin up / spin down) in eV: 5.2 / 7.4
Total charge: -1
HOMO level (spin up / spin down) in Eh: -0.128 / -0.206
Multiplicity: 6
⟨S²⟩: 8.81
E_LUMO (spin up / spin down) in eV: 1.76 / 1.75

Atoms and positions in Å:
1 Mn -1.1889 0.3615 1.4567
2 N -2.7350 -0.4790 4.4067
3 C -1.4460 -0.0087 4.4349
4 N -0.7151 0.1356 5.5198
5 N 0.4449 0.6793 5.0629
6 N 0.4090 0.8540 3.7961
7 N -0.8044 0.4204 3.3545
8 C -3.4924 -0.5224 3.2617
9 N -4.7426 -0.9387 3.2294
10 N -5.1282 -0.7158 1.9494
11 N -4.1732 -0.2121 1.2607
12 N -3.0841 -0.0757 2.0749
13 H -3.0853 -0.9559 5.2178
14 C 0.6824 -2.9794 -1.6914
15 O 1.2940 -1.7287 -1.4717
16 C 2.5242 -1.4986 -1.9753
17 C 3.2245 -2.4055 -2.7609
18 C 4.5360 -2.1519 -3.1511
19 C 5.1530 -0.9783 -2.7546
20 C 4.4399 -0.0538 -2.0036
21 C 3.1227 -0.2767 -1.6146
22 N 2.4829 0.6948 -0.8388
23 C 1.1387 0.9970 -0.7152
24 C 0.1980 0.8927 -1.7857
25 C 0.6091 0.9497 -3.1282
26 C -0.2946 0.8453 -4.1743
27 C -1.6473 0.6868 -3.9000
28 C -2.0830 0.6181 -2.5794
29 C -1.1851 0.7041 -1.5267
30 O -1.6846 0.5902 -0.2865
31 H -0.2338 -2.9636 -1.1065
32 H 1.3207 -3.8004 -1.3491
33 H 0.4389 -3.1223 -2.7482
34 H 2.7524 -3.3354 -3.0459
35 H 5.0655 -2.8800 -3.7518
36 H 6.1782 -0.7704 -3.0319
37 H 4.9029 0.8832 -1.7136
38 H 3.0842 1.1288 -0.1589
39 H 0.8720 1.4477 0.2249
40 H 1.6636 1.0854 -3.3391
41 H 0.0547 0.8956 -5.1982
42 H -2.3655 0.6052 -4.7067
43 H -3.1280 0.4667 -2.3387
44 N -3.2431 2.7847 0.9758
45 C -2.0291 3.2028 1.3222
46 O -1.0531 2.4711 1.5237
47 C -1.8361 4.6973 1.4641
48 I -1.4272 5.5117 -0.4411
49 H -3.4104 1.8049 0.7594
50 H -3.9619 3.4459 0.7425
51 H -0.9671 4.8922 2.0793
52 H -2.7190 5.2068 1.8349
53 Cl 2.5617 -2.6126 3.2139
54 C 1.5414 -2.7767 1.7498
55 C 0.2157 -2.0481 1.9441
56 O -0.6283 -2.4854 2.6995
57 O 0.1271 -0.9863 1.2022
58 H 1.3551 -3.8378 1.6087
59 H 2.0994 -2.3593 0.9172

Cartesian forces (eV/Å) of the 6 atoms listed first:
Mn 0.2 -0.2 0.1
N 0.1 -0.1 -0.1
C -0.3 -0.1 0.1
N 0.2 0.1 -0.1
N -0.1 -0.1 0.1
N -0.2 -0.1 0.1


Entry 4:
Molecular formula: C9H16N2
Method: DFT, ωB97M-V/def2-TZVPD

Properties
Energy in a.u.: -461.9072
Orbital gap in eV: 8.7
Structure (SMILES): C[C@@H]1C=C2N(CCC2(C)C)N1
HOMO level in Eh: -0.287
E_LUMO in eV: 0.89

Atoms and positions in Å:
1 C 3.3715 0.6922 0.6515
2 C 2.3559 0.2896 -0.5374
3 C 1.1001 1.1007 -0.4314
4 C 0.1687 0.2420 0.0372
5 N 0.5951 -0.9752 0.4763
6 C -0.3294 -1.9810 0.0966
7 C -1.6908 -1.3138 0.3907
8 C -1.5235 0.1557 0.1393
9 C -2.0633 1.1029 1.1628
10 C -2.0271 0.6305 -1.2443
11 N 1.9235 -1.1225 -0.1729
12 H 2.6714 0.8477 1.6330
13 H 3.7396 1.6953 0.2012
14 H 4.1705 -0.0314 0.7786
15 H 2.6596 0.1761 -1.5867
16 H 0.9614 2.1785 -0.7160
17 H -0.1403 -2.7778 0.7761
18 H -0.2393 -2.3899 -0.9818
19 H -2.5663 -1.8055 -0.1166
20 H -2.0087 -1.4861 1.4480
21 H -2.0287 2.1872 0.7944
22 H -1.4627 1.1814 2.1240
23 H -3.0912 0.8440 1.1574
24 H -1.3391 0.0602 -2.0156
25 H -1.7384 1.7349 -1.4862
26 H -3.1301 0.3933 -1.5085
27 H 1.6617 -1.6290 -1.0699

Cartesian forces (eV/Å) of the 6 atoms listed first:
C -2.2 2.1 -1.4
C 0.5 -1.5 2.4
C -1.6 0.0 -0.3
C -3.6 2.1 0.1
N 2.4 0.4 -1.4
C -1.1 -0.9 -0.4